This record from OMol25 describes a cluster of 27 separate species, C4H60ClNO28 in total in a non-equilibrium geometry. The level of theory is ωB97M-V with the def2-TZVPD basis set.

CARTESIAN COORDINATES (ANGSTROEM)
Cl  3.2304  1.0278  2.1982
O  6.0559  -0.0105  -1.1644
O  9.3716  -5.0234  5.5577
O  -1.8043  4.4226  -1.1193
O  -7.4099  3.6359  0.7779
O  5.3063  -1.3250  4.1213
O  -11.2235  0.9096  -1.2161
O  -6.5752  -2.2823  2.5043
O  -3.9460  0.3372  -6.5653
O  -0.0659  -2.0694  -3.7066
O  3.6771  -1.0757  -3.0335
O  0.6885  -1.0782  2.2189
O  -8.5516  -0.1113  -2.5746
O  9.1347  -0.4443  0.2859
O  -4.3334  1.9925  -0.1803
O  8.1164  -3.2884  3.6607
O  11.5023  1.2599  -0.3555
O  -7.9858  4.1213  -4.0739
O  -2.7344  -0.3685  -3.6203
O  -1.6890  1.2738  -1.1019
O  10.7998  -3.4947  0.6813
O  3.7117  4.4346  0.4462
O  11.0117  -5.6199  3.3510
O  -10.4359  -1.8410  -0.5933
O  -9.5092  5.3593  2.0235
O  -0.1195  -1.5999  0.1528
O  -3.5867  0.0973  4.5046
O  -6.8085  2.2935  -1.8688
O  -4.1846  -0.6286  1.5985
N  1.0152  0.6184  0.6311
C  3.1937  -0.4757  -0.2745
C  0.5470  -0.6900  1.0503
C  3.6762  -1.7118  0.6096
C  2.4890  0.7103  0.5282
H  -2.0411  -0.9049  -3.2096
H  11.3043  -3.4442  1.5011
H  11.1689  -4.8157  3.8641
H  0.7255  -1.9361  -3.1688
H  6.8504  0.1174  -0.6261
H  -3.0377  0.2522  5.2822
H  0.5340  0.9698  -0.2070
H  3.9167  -0.7185  -3.8972
H  11.6628  -5.5771  2.6408
H  8.7646  -4.5090  5.0060
H  -6.1589  -3.1510  2.5671
H  2.7723  -2.3230  0.9567
H  -9.2460  -0.7051  -2.2581
H  -1.6495  5.2344  -0.6223
H  -6.5474  3.2290  0.5998
H  4.4702  -0.9451  -2.4969
H  4.1161  -0.0175  -0.7864
H  -4.7697  -0.1636  -6.6021
H  -2.0781  1.2966  -1.9859
H  -4.8786  -1.2237  1.9152
H  -9.3170  4.4963  1.6315
H  -4.7229  1.6569  -0.9984
H  10.0950  -0.5006  0.1914
H  -9.1524  5.9897  1.3873
H  -7.1525  -2.3546  1.7335
H  -7.1989  2.3168  -2.7519
H  10.5615  -4.4268  0.6110
H  7.7143  -3.2530  2.7856
H  -3.9136  0.6667  -5.6578
H  7.8886  -2.4364  4.0559
H  -2.7575  -0.6778  -4.5346
H  -3.6353  -0.4728  2.3796
H  -11.0680  1.7211  -0.7192
H  8.8457  -1.3653  0.2812
H  -4.2786  -0.4962  4.8213
H  -7.6177  4.8830  -4.5369
H  4.3317  -2.4371  0.0029
H  2.5582  -0.9023  -1.1255
H  6.2980  0.3513  -2.0260
H  3.5126  3.5209  0.6836
H  -8.0033  0.0442  -1.7940
H  -7.1886  4.4806  1.1890
H  -7.0382  3.1512  -1.4893
H  11.2751  2.1161  0.0260
H  4.7759  -0.5972  3.7771
H  0.1751  -1.7105  -4.5689
H  4.6728  -2.0429  4.2397
H  9.5543  -5.8083  5.0280
H  -1.9202  2.1340  -0.7223
H  -8.7546  3.8755  -4.6024
H  -10.9693  -1.1143  -0.9490
H  -4.1020  1.1938  0.3137
H  2.7012  1.6691  -0.0676
H  4.2836  -1.4396  1.5283
H  -10.5504  0.9286  -1.9116
H  -11.0691  -2.5579  -0.4726
H  -1.0400  -1.2369  0.0886
H  -1.1323  4.4410  -1.8114
H  3.7818  4.8855  1.2955
H  11.1144  1.2876  -1.2383

Highest occupied orbital energy in eV: -9.769
Total energy in eV: -76464.7611

---

This record from OMol25 describes the molecule C6H10O in a non-equilibrium geometry. The level of theory is ωB97M-V with the def2-TZVPD basis set.

CARTESIAN COORDINATES (ANGSTROEM)
O  0.3821  1.9488  -0.9846
C  1.2579  -0.8029  1.0946
C  0.3739  1.1826  0.1968
C  -0.8113  0.1970  0.2821
C  -0.2341  -0.9927  1.0836
C  1.5989  0.3069  0.4429
C  -1.1993  -0.3519  -1.1981
H  0.3194  1.9105  1.0163
H  -1.5287  0.4978  -1.7920
H  -1.7309  0.6101  0.7013
H  -0.3847  -0.8549  -1.7703
H  -2.0244  -1.0907  -1.1917
H  -0.7285  -1.4654  1.9394
H  -0.4881  -1.5354  0.1864
H  1.9482  -1.5398  1.5036
H  0.6425  1.3516  -1.6966
H  2.6073  0.6282  0.1863

Highest occupied orbital energy in eV: -8.958
Structure (SMILES): C[C@H]1CC=C[C@H]1O
Total energy in eV: -8429.8549

---

This record from OMol25 describes a structure of composition C17H14N2O5RuS2 in a non-equilibrium geometry. The level of theory is ωB97M-V with the def2-TZVPD basis set.

CARTESIAN COORDINATES (ANGSTROEM)
Ru  -0.5911  1.2464  0.9067
S  0.3345  2.3750  -1.3219
S  -1.8637  2.9148  2.1589
O  -1.0681  -0.0668  -0.7269
O  -0.7427  3.6596  1.5304
O  -1.1408  1.7662  2.8837
O  -2.7680  3.6694  2.9743
O  -2.5569  2.1194  1.0470
N  1.4529  1.2348  1.3688
N  -1.4400  0.4955  -1.8704
C  0.2174  -2.9203  1.1590
C  -0.8397  1.6446  -2.3033
C  1.9350  -1.1234  0.8590
C  2.9181  -2.0466  0.4822
C  4.5355  -0.3315  0.0356
C  -2.0027  -2.5089  1.9582
C  0.5542  -1.5541  1.2433
C  -1.2692  2.1276  -3.5552
C  4.1867  -1.6708  0.0734
C  3.6073  0.6045  0.4569
C  -1.0447  -3.3936  1.4673
C  -2.2287  1.4818  -4.2914
C  -2.3920  -0.1461  -2.5740
C  -2.8100  0.3126  -3.7941
C  2.3463  0.2163  0.8813
C  -1.6504  -1.1856  2.0800
C  -0.4363  -0.6461  1.6501
H  -2.5379  1.8860  -5.2469
H  -1.2723  -4.4431  1.3214
H  -3.5758  -0.2267  -4.3314
H  -2.7683  -1.0277  -2.0778
H  -0.8104  3.0407  -3.9059
H  0.9381  -3.6340  0.7884
H  1.8024  2.1643  1.1574
H  2.6873  -3.0998  0.4982
H  5.5151  -0.0177  -0.3006
H  4.9007  -2.4300  -0.2207
H  3.8573  1.6594  0.4618
H  -2.3741  -0.4743  2.4660
H  -2.9969  -2.8446  2.2261
H  1.3918  1.1733  2.3853

Charge: -1
Highest occupied orbital energy (alpha / beta) in eV: -4.201 / -4.441
Expectation value of S²: 0.758
Total energy in eV: -55326.9199
2S+1: 2

---

This record from OMol25 describes a structure of composition C21H13F3PtS5Sb in a non-equilibrium geometry. The level of theory is ωB97M-V with the def2-TZVPD basis set.

CARTESIAN COORDINATES (ANGSTROEM)
Pt  -0.5564  -0.0401  -3.2125
Sb  -0.1600  0.2378  -0.4867
S  -2.6840  1.1197  -3.0214
S  0.4730  2.1304  -3.5835
S  -2.8583  6.9299  -3.6078
S  -3.4086  3.9904  -3.2188
S  -0.6565  4.8715  -3.7089
F  5.8282  -1.0801  0.9879
F  -1.1333  2.1155  5.4611
F  -2.0481  -5.7824  -0.3568
C  -0.7974  -1.8174  -0.4317
C  4.2478  0.0377  -0.4072
C  2.9177  0.3263  -0.7311
C  -0.9106  3.1542  -3.4915
C  -0.3551  -4.1701  -0.8298
C  -2.3323  5.3379  -3.5161
C  -0.2777  2.1616  1.9040
C  3.5005  -1.3491  1.4318
C  -0.5181  0.8268  1.5544
C  -1.6407  -4.4895  -0.3824
C  -0.4856  2.5957  3.2164
C  -0.9333  1.6955  4.1876
C  2.1712  -1.0603  1.1093
C  -2.0880  -2.1401  0.0059
C  -0.9649  -0.0736  2.5316
C  0.0654  -2.8370  -0.8565
C  -2.1769  2.7488  -3.2660
C  1.8762  -0.2210  0.0260
C  -2.5075  -3.4741  0.0342
C  4.5393  -0.7999  0.6745
C  -1.1721  0.3611  3.8448
H  -3.5042  -3.7194  0.3776
H  2.6966  0.9757  -1.5680
H  -0.2979  3.6288  3.4796
H  3.7234  -1.9985  2.2689
H  0.3155  -4.9539  -1.1578
H  1.0599  -2.6001  -1.2094
H  -0.0191  -1.6694  -3.1245
H  1.3747  -1.4914  1.6995
H  5.0510  0.4634  -0.9944
H  -2.7638  -1.3579  0.3263
H  -1.5152  -0.3378  4.5966
H  0.0714  2.8630  1.1573
H  -1.1461  -1.1086  2.2876

Charge: -1
Highest occupied orbital energy (alpha / beta) in eV: -4.214 / -4.186
Expectation value of S²: 2.019
Total energy in eV: -94100.9591
2S+1: 3

---

- What is the total energy in the first record?
  -76464.7611 eV

---

Repeat the fourth record exactly.
This record from OMol25 describes a structure of composition C21H13F3PtS5Sb in a non-equilibrium geometry. The level of theory is ωB97M-V with the def2-TZVPD basis set.

CARTESIAN COORDINATES (ANGSTROEM)
Pt  -0.5564  -0.0401  -3.2125
Sb  -0.1600  0.2378  -0.4867
S  -2.6840  1.1197  -3.0214
S  0.4730  2.1304  -3.5835
S  -2.8583  6.9299  -3.6078
S  -3.4086  3.9904  -3.2188
S  -0.6565  4.8715  -3.7089
F  5.8282  -1.0801  0.9879
F  -1.1333  2.1155  5.4611
F  -2.0481  -5.7824  -0.3568
C  -0.7974  -1.8174  -0.4317
C  4.2478  0.0377  -0.4072
C  2.9177  0.3263  -0.7311
C  -0.9106  3.1542  -3.4915
C  -0.3551  -4.1701  -0.8298
C  -2.3323  5.3379  -3.5161
C  -0.2777  2.1616  1.9040
C  3.5005  -1.3491  1.4318
C  -0.5181  0.8268  1.5544
C  -1.6407  -4.4895  -0.3824
C  -0.4856  2.5957  3.2164
C  -0.9333  1.6955  4.1876
C  2.1712  -1.0603  1.1093
C  -2.0880  -2.1401  0.0059
C  -0.9649  -0.0736  2.5316
C  0.0654  -2.8370  -0.8565
C  -2.1769  2.7488  -3.2660
C  1.8762  -0.2210  0.0260
C  -2.5075  -3.4741  0.0342
C  4.5393  -0.7999  0.6745
C  -1.1721  0.3611  3.8448
H  -3.5042  -3.7194  0.3776
H  2.6966  0.9757  -1.5680
H  -0.2979  3.6288  3.4796
H  3.7234  -1.9985  2.2689
H  0.3155  -4.9539  -1.1578
H  1.0599  -2.6001  -1.2094
H  -0.0191  -1.6694  -3.1245
H  1.3747  -1.4914  1.6995
H  5.0510  0.4634  -0.9944
H  -2.7638  -1.3579  0.3263
H  -1.5152  -0.3378  4.5966
H  0.0714  2.8630  1.1573
H  -1.1461  -1.1086  2.2876

Charge: -1
Highest occupied orbital energy (alpha / beta) in eV: -4.214 / -4.186
Expectation value of S²: 2.019
Total energy in eV: -94100.9591
2S+1: 3

---

- Among the records above, which one has the highest total energy?
  C6H10O

---

- Look up the total energy of the first one.
  -76464.7611 eV